# 1
102
Properties=species:S:1:pos:R:3:forces:R:3 method="wB97M-V/def2-TZVPD" charge=+1 energy_ha=-4804.62148
Hg -12.62143 -14.63510 -7.10085 -1.158 -1.405 1.965
C -14.20394 -17.27981 -3.55713 2.495 -0.170 -0.018
C -14.63512 -16.65894 -4.84270 -1.349 2.712 -1.190
C -15.44953 -15.40117 -4.49872 -1.144 0.137 -0.019
O -13.64869 -16.17582 -5.74124 2.910 -0.907 -0.560
H -13.77898 -16.62194 -2.79904 -0.788 0.198 0.063
H -13.32475 -17.86791 -3.82033 -0.102 -0.636 0.205
H -15.00205 -17.92282 -3.18611 0.086 0.196 0.125
H -15.07506 -17.49755 -5.38241 -1.074 0.368 -0.264
H -16.18015 -15.59104 -3.71243 -0.173 -0.020 -0.013
H -15.94172 -14.89138 -5.32694 -0.320 -0.554 -0.382
H -14.81543 -14.58439 -4.15391 0.538 -0.550 0.376
O -20.51684 -18.41705 -3.10471 0.777 0.606 -3.715
S -20.29363 -18.27813 -4.57552 -0.136 0.283 0.342
O -21.16350 -18.93376 -5.54973 1.446 1.159 1.857
O -20.30877 -16.66103 -5.03273 0.090 -2.045 -0.335
C -19.80717 -15.68470 -4.14086 -0.074 1.113 0.413
C -19.40293 -14.36891 -4.89892 -0.987 -0.674 0.177
C -18.53211 -18.71682 -5.05656 -1.383 -0.824 0.960
H -18.95511 -16.02456 -3.55215 0.274 -0.336 -0.234
H -20.61089 -15.56566 -3.41425 0.121 0.714 0.120
H -20.24557 -13.80065 -5.29281 -0.414 -0.311 0.198
H -18.81306 -14.56141 -5.79508 0.440 -0.247 0.328
H -18.91887 -13.67747 -4.20922 0.345 -0.226 0.002
H -17.74244 -18.13036 -4.58690 -0.388 0.477 -0.222
H -18.47973 -18.86097 -6.13571 -0.048 0.488 0.125
H -18.44810 -19.70707 -4.60883 -0.012 -0.156 -0.019
O -16.96615 -19.26703 -10.22940 2.035 0.042 2.080
S -16.23610 -19.03363 -8.98435 -0.194 0.845 -0.642
O -16.74059 -19.57612 -7.74447 0.640 0.033 -0.613
O -14.61470 -19.42740 -9.15518 -3.203 -0.708 -2.752
C -13.71268 -19.26069 -8.12923 0.240 1.399 1.580
C -12.66685 -20.33544 -8.01609 -1.042 -0.329 -0.438
C -16.05566 -17.21982 -8.75442 0.228 -1.409 0.278
H -14.32522 -19.21072 -7.22901 0.417 -0.109 0.626
H -13.26646 -18.27394 -8.25300 0.304 0.268 -0.004
H -11.97124 -20.00731 -7.24373 0.006 -0.517 0.057
H -12.15574 -20.57400 -8.94881 0.091 0.422 -0.008
H -13.26784 -21.21493 -7.78497 0.642 -0.376 0.548
H -16.06812 -16.81741 -9.76734 0.030 0.330 0.373
H -15.12038 -17.12246 -8.20318 0.246 0.261 -0.378
H -16.80319 -16.86273 -8.04604 -0.429 -0.091 -0.563
O -13.20443 -17.60688 1.66197 0.237 0.681 -1.756
S -12.82115 -17.01489 0.38923 -0.148 0.721 1.455
O -12.74542 -17.80326 -0.81723 -0.407 0.972 0.680
O -13.80247 -15.69032 0.09084 0.911 -1.788 0.641
C -14.24962 -14.90205 1.27128 0.236 0.136 -1.469
C -14.72681 -13.60144 0.60315 0.107 -0.372 0.928
C -11.23930 -16.16747 0.64519 -0.150 -1.079 0.497
H -13.40716 -14.74294 1.94437 0.051 0.062 -0.108
H -15.02377 -15.44292 1.81557 0.008 0.008 -0.223
H -14.79110 -12.85219 1.39219 -0.264 0.193 -0.144
H -15.69206 -13.72928 0.11319 0.021 -0.041 0.140
H -14.00759 -13.25205 -0.13763 0.130 -0.107 0.102
H -10.45989 -16.92846 0.68400 -0.054 -0.277 -0.939
H -11.15507 -15.89334 1.69678 -0.660 0.946 -0.175
H -11.08302 -15.41171 -0.12455 0.110 -0.082 0.393
O -14.26787 -23.16040 -2.31231 1.544 1.841 -2.858
S -13.63620 -22.42073 -3.45040 -0.683 -0.984 1.813
O -12.25929 -22.76051 -3.85890 -3.201 0.973 0.383
O -14.64655 -22.49938 -4.73528 2.255 0.671 0.307
C -16.04613 -22.69064 -4.56920 -0.022 -2.273 0.985
C -16.79436 -22.23685 -5.74201 -0.867 1.693 -1.441
C -13.75524 -20.59618 -3.08228 0.176 -1.158 -0.564
H -16.42449 -22.22150 -3.66098 0.179 0.013 0.091
H -16.15951 -23.77072 -4.47615 -0.175 -0.040 0.400
H -16.92902 -21.16186 -5.62209 -0.322 0.132 -0.351
H -17.77311 -22.70404 -5.85110 -0.080 0.003 0.560
H -16.38480 -22.34336 -6.74650 0.704 -0.344 0.298
H -13.05396 -20.47437 -2.25677 -0.096 0.404 -0.164
H -14.76167 -20.25119 -2.84526 -0.081 -0.748 0.468
H -13.53313 -20.03238 -3.98832 0.710 -0.353 0.075
O -10.91863 -14.65844 -5.36563 1.147 0.444 1.431
S -10.44788 -14.38822 -3.97784 1.845 -0.829 1.450
O -9.37279 -15.20621 -3.32698 -3.086 2.302 -2.455
O -9.94712 -12.75494 -3.87734 -0.894 -3.056 0.191
C -9.57000 -12.04952 -5.07092 -0.786 1.215 -0.529
C -9.23673 -10.63481 -4.60426 1.242 0.193 0.549
C -11.90706 -14.47463 -2.85043 1.203 1.837 0.331
H -10.42333 -12.06909 -5.74881 -0.126 0.069 -0.087
H -8.71562 -12.44599 -5.61951 0.068 -0.461 0.436
H -8.29927 -10.70993 -4.05323 0.025 -0.153 0.351
H -9.91762 -10.12334 -3.92391 -0.459 -0.463 -0.256
H -8.93115 -9.91992 -5.36824 -0.506 -0.334 -0.578
H -12.21742 -15.45501 -2.48899 0.194 -0.170 -0.988
H -12.65620 -13.76671 -3.20502 -0.219 -0.624 -0.377
H -11.54201 -13.97550 -1.95283 0.346 0.087 0.083
O -12.98093 -11.08616 -4.03073 -2.129 -1.867 -1.979
S -13.87584 -11.70538 -5.03840 1.587 1.424 0.404
O -13.38867 -12.96152 -5.71672 -1.483 2.982 1.530
O -15.33764 -12.06622 -4.45363 2.321 -0.041 -0.868
C -15.94713 -11.11535 -3.56643 -0.871 0.618 1.962
C -16.36568 -11.82069 -2.27684 -0.537 -0.948 -0.565
C -14.22165 -10.39946 -6.33745 0.491 -1.381 0.261
H -16.78116 -10.66879 -4.10779 -0.005 -0.132 0.072
H -15.32448 -10.32376 -3.14954 0.727 0.088 -1.069
H -16.98176 -11.17619 -1.64980 0.127 0.118 -0.098
H -15.52479 -12.20165 -1.69729 0.209 0.401 -0.138
H -16.95009 -12.70931 -2.51545 -0.249 -0.001 -0.008
H -15.01227 -10.85775 -6.93158 0.066 0.338 -0.165
H -13.28753 -10.29283 -6.88894 0.001 -0.452 -0.130
H -14.43004 -9.37937 -6.01483 -0.400 -0.459 0.787


# 2
110
Properties=species:S:1:pos:R:3:forces:R:3 method="wB97M-V/def2-TZVPD" charge=0 energy_ha=-2559.13380
C 3.63804 3.89078 -5.23969 1.169 -0.806 0.072
S 5.48379 3.83974 -5.35992 -0.702 1.049 0.017
O 5.95827 5.22877 -5.69726 -0.305 -1.058 0.344
C 5.74107 3.60803 -3.57194 0.058 0.373 0.415
H 3.40259 4.65953 -4.51019 -0.345 0.128 -0.190
H 3.39419 2.89099 -4.87891 -0.192 0.110 0.214
H 3.18833 3.97392 -6.22402 0.113 0.521 -0.010
H 5.59227 4.53883 -3.01713 0.231 0.316 -0.511
H 6.77338 3.28268 -3.46274 -0.033 -0.039 0.156
H 5.05348 2.93676 -3.05867 0.057 -0.524 -0.569
C -4.23045 4.69877 -1.94261 -0.575 -0.426 0.666
S -5.31552 5.15825 -0.52967 0.112 -0.657 -0.200
O -5.55419 6.62425 -0.59461 -0.206 -0.471 -0.296
C -6.74614 4.19688 -1.13582 -0.670 -0.111 0.009
H -4.25262 3.61950 -2.10575 -0.123 -0.036 0.250
H -3.22880 4.94251 -1.60004 0.072 0.478 -0.534
H -4.62507 5.16435 -2.84236 0.430 0.427 0.020
H -7.22762 4.62736 -2.01566 0.364 0.158 -0.110
H -7.53948 4.08237 -0.39403 0.280 0.451 0.310
H -6.44192 3.16977 -1.34463 0.346 0.143 -0.113
C -0.68313 1.85867 0.85094 0.081 -0.440 0.948
C 0.06332 2.16580 -0.46208 -1.204 0.152 0.653
C 0.24947 3.69131 -0.38215 0.640 0.043 -0.484
C 1.39319 4.23799 -1.24559 -0.212 -0.564 1.235
C 2.66524 3.42198 -0.90865 -0.454 1.226 -0.565
C 2.50511 1.92051 -1.12562 0.171 -0.604 0.225
N 1.32500 1.46311 -0.37514 0.486 1.221 0.984
O 1.10098 0.07900 -0.43257 0.262 -0.308 -0.455
C 2.40420 1.59339 -2.61386 -0.384 -0.812 -0.345
C 3.73047 1.23586 -0.50606 1.199 0.955 -0.146
C -0.78006 1.78535 -1.70515 0.654 0.267 -0.223
H -0.06300 2.16325 1.70062 0.351 -0.043 -0.225
H -0.86398 0.79588 1.02402 -0.245 0.019 -0.324
H -1.59628 2.42314 1.05756 -0.223 -0.107 -0.725
H -0.72259 4.13325 -0.61132 0.083 0.141 -0.086
H 0.50960 4.00194 0.63167 -0.190 -0.323 0.175
H 1.59514 5.23763 -0.85787 -0.122 0.274 -0.640
H 1.10584 4.24182 -2.29590 0.368 0.110 -0.117
H 3.00075 3.68009 0.09967 -0.433 -0.379 0.259
H 3.45002 3.90009 -1.50537 0.228 -0.759 -0.354
H 3.37923 1.47082 -3.08439 0.042 0.153 0.015
H 1.88675 0.63502 -2.72124 0.194 -0.092 0.050
H 1.79637 2.28435 -3.19714 0.182 0.303 0.151
H 3.99670 1.63530 0.47780 -0.716 -0.178 0.246
H 3.77669 0.15075 -0.46737 -0.337 -0.024 -0.268
H 4.59921 1.61212 -1.06434 -0.027 -0.469 -0.306
H -1.77726 2.21678 -1.61865 -0.084 -0.151 -0.051
H -0.81944 0.71598 -1.91223 -0.205 -0.097 0.498
H -0.30169 2.18097 -2.60575 -0.156 0.313 0.041
H 1.40038 -0.25021 0.42380 -0.020 0.058 -0.046
C 0.57821 -4.00129 5.27857 0.974 1.399 1.444
C 1.57885 -3.85939 4.13135 -0.707 0.196 -1.757
C 1.13485 -2.64357 3.24876 -0.360 0.473 0.203
C 1.60136 -1.27257 3.77418 -0.293 -1.346 -0.365
C 3.10059 -1.30546 3.98137 -0.441 1.291 0.777
C 3.59102 -2.37663 4.93226 -0.530 -1.557 -0.215
N 2.96155 -3.65096 4.51830 0.365 -0.440 -0.577
O 3.42918 -4.78992 5.24619 0.152 0.817 0.235
C 5.10467 -2.53942 4.69657 -0.158 -0.711 0.484
C 3.35299 -2.04459 6.41255 0.277 0.231 0.832
C 1.50992 -5.02114 3.10872 -0.008 0.018 0.638
H 0.79623 -4.66531 6.11940 0.115 -0.871 -0.747
H 0.77485 -3.06632 5.83087 -0.867 0.203 -0.192
H -0.46737 -4.05191 4.99298 0.027 -0.101 -0.144
H 1.43622 -2.80629 2.21137 0.699 0.130 0.093
H 0.04769 -2.65449 3.11118 -0.069 -0.089 0.537
H 1.30378 -0.48657 3.07817 0.068 0.100 0.028
H 1.11619 -1.06267 4.73080 -0.065 0.050 -0.013
H 3.28724 -0.36419 4.51539 0.648 0.077 -0.457
H 3.66780 -1.33965 3.05216 -0.113 -0.023 -0.088
H 5.30629 -3.26095 3.90422 -0.293 0.493 -0.498
H 5.57606 -3.05597 5.53718 0.109 0.589 0.240
H 5.51927 -1.55523 4.49526 0.430 -0.112 0.116
H 3.94237 -2.72005 7.04268 0.179 0.137 -0.056
H 2.36259 -2.09438 6.87228 -0.312 -0.037 -0.776
H 3.70267 -1.03175 6.62923 0.228 -0.085 -0.009
H 1.75807 -5.96736 3.58876 -0.097 -0.088 -0.188
H 0.50783 -5.03837 2.67404 -0.115 -0.270 0.231
H 2.17955 -4.82531 2.27308 0.276 -0.075 0.174
H 3.46363 -4.48638 6.16807 -0.151 -0.351 -0.031
C -1.27337 -2.75757 -0.35520 0.575 -0.599 0.987
C -2.72353 -2.48107 -0.74795 -0.423 0.035 1.445
C -3.08590 -1.07741 -0.18622 -0.146 0.390 -1.047
C -4.35468 -0.49249 -0.80261 -0.982 -0.966 -0.100
C -4.29323 -0.53797 -2.32974 0.848 0.105 0.749
C -3.99162 -1.94997 -2.91135 0.083 0.803 0.382
N -2.83915 -2.55257 -2.20347 0.322 1.498 0.134
O -2.59268 -3.88437 -2.59775 -0.486 -0.390 -0.136
C -5.25752 -2.79024 -2.83986 -0.351 -1.761 -0.079
C -3.55043 -1.69398 -4.34552 -0.306 -0.546 -0.020
C -3.67778 -3.44850 -0.01766 -0.957 -1.443 -0.904
H -0.59444 -1.90180 -0.36274 -0.312 0.223 -0.499
H -0.78411 -3.57433 -0.88561 -0.315 0.047 -0.315
H -1.25528 -3.08679 0.69044 -0.113 0.053 0.031
H -3.31913 -1.14407 0.87572 0.710 -0.182 0.174
H -2.21375 -0.45250 -0.38661 -0.193 0.351 0.255
H -4.66738 0.47189 -0.39381 0.664 0.329 -0.234
H -5.19361 -1.10212 -0.43880 0.033 -0.219 -0.229
H -3.46643 0.13803 -2.57311 0.004 -0.063 -0.405
H -5.19399 -0.15371 -2.80860 -0.070 -0.053 0.020
H -5.85577 -2.59879 -1.95022 0.029 0.137 -0.017
H -5.93353 -2.85014 -3.69908 0.173 1.014 -0.157
H -4.99159 -3.85562 -2.81003 0.280 0.148 0.403
H -4.43032 -1.23902 -4.80498 0.320 -0.144 -0.620
H -2.68081 -1.04530 -4.43319 -0.098 0.218 0.310
H -3.25780 -2.63562 -4.81779 -0.447 0.048 -0.341
H -4.71443 -3.10124 -0.00999 0.126 0.330 -0.047
H -3.48943 -3.77356 1.00620 0.654 0.501 0.016
H -3.75511 -4.37968 -0.59305 0.210 0.001 0.103
H -2.17717 -3.82738 -3.46531 0.194 0.168 0.161


| no. | HOMO energy (Ha) |
| --- | --- |
| 1 | -0.4564 |
| 2 | -0.3043 |